No. 1
The following is a quantum chemistry calculation of a molecular structure, C13H24AlCaCl2CsF6KN5O10S3 at a distorted geometry, from the Open Molecules 2025 dataset.

Last column: Löwdin charge in e.
Positions of all 67 atoms, in Å:
1 H -5.79808 -0.10125 0.27613  -0.084
2 F 5.29755 5.56685 -2.08082  -0.327
3 H -3.50872 0.68220 0.28309  0.041
4 O 8.35658 1.24862 1.60238  -0.322
5 N -0.51856 1.48625 -0.73923  -0.358
6 H -1.28411 -6.92845 -0.42485  0.090
7 H -9.27771 -5.08972 0.77847  0.084
8 O -0.30685 -4.53599 -2.11712  0.036
9 C -5.11749 -0.76831 0.99486  -0.171
10 N -8.56278 -1.95760 -0.04692  0.074
11 S -2.79857 0.39051 3.13786  0.733
12 O 9.04391 9.05383 -5.40271  -0.372
13 S 8.07372 0.87498 2.98253  0.513
14 H -5.26630 6.06544 -2.41015  0.079
15 S 6.01381 -0.62243 2.46654  0.514
16 O 6.54648 -1.96621 2.66465  -0.310
17 C -2.83899 -2.42204 2.19094  -0.116
18 H 1.19131 -1.29296 1.61214  0.082
19 C -0.46370 -5.75141 -2.01242  -0.491
20 O 11.21088 8.19569 -5.82018  -0.346
21 H 0.02535 -2.49741 3.46371  0.083
22 O 9.39181 7.53212 -7.18331  -0.377
23 H -5.97582 5.97601 -0.76810  0.076
24 H -0.00108 -7.34672 -3.36143  0.088
25 O -5.06029 4.26151 -1.44263  -0.180
26 C -8.46197 -4.46475 1.15210  -0.058
27 H 0.95984 -7.34029 -1.84576  0.090
28 H -0.85137 -1.74168 0.42444  0.145
29 H -2.24507 -6.93482 -1.94060  0.087
30 O 8.76594 1.69278 3.97776  -0.314
31 H 0.55986 0.34610 2.37477  0.152
32 H 1.30614 -6.16403 -3.13284  0.086
33 H -7.50878 -4.94926 0.92350  0.084
34 Cl 9.79327 7.89092 -5.83698  0.630
35 C -8.51710 -3.09437 0.49671  -0.173
36 O 5.62950 -0.28188 1.10176  -0.332
37 H -2.25572 -5.51032 -0.87734  0.079
38 K -7.24124 1.06718 -0.12343  0.910
39 F 4.56742 -0.78595 3.13670  -0.222
40 N -3.00721 -3.60856 2.69002  0.101
41 H -2.41176 1.66806 2.69831  -0.105
42 H 0.63276 -1.08977 4.25341  0.108
43 C -0.97117 -0.77469 1.11026  -0.314
44 C -0.72915 0.51927 0.11692  -0.641
45 N 6.59061 0.52527 3.37057  -0.304
46 H -3.23227 -1.03861 -0.44266  0.134
47 F 4.12671 6.02708 0.57752  -0.234
48 N -0.02899 -1.45617 3.50505  -0.023
49 Cl -2.23187 2.82938 0.02284  -0.080
50 F 8.84843 -0.51158 3.13220  -0.202
51 H -6.77266 5.15237 -2.13405  0.071
52 C -5.80941 5.43440 -1.70244  -0.173
53 O 9.52677 6.78216 -4.94130  -0.465
54 C -1.63748 -6.32656 -1.26591  -0.025
55 H -5.37230 -1.92561 0.87576  0.092
56 Al 4.81567 4.78611 -0.53105  0.151
57 C -2.46770 -0.85274 1.77357  -0.640
58 F 3.57823 3.51872 -0.85660  -0.247
59 H -5.36720 -0.41110 2.08473  0.078
60 C -3.54265 -0.47928 0.54754  -0.257
61 H -8.55894 -4.36357 2.23652  0.084
62 F 6.26023 4.03190 0.23576  -0.223
63 C 0.51074 -6.72085 -2.62617  -0.023
64 Cs 1.27702 -0.07803 -0.88355  1.370
65 H -4.21165 4.54316 -1.06060  0.019
66 C 0.26961 -0.79049 2.18045  -0.281
67 Ca 7.04258 4.82659 -3.44131  1.824

Summary:
Total energy: -157546.8733 eV
Spin multiplicity: 1
Total charge: 0
HOMO level: -7.55 eV


No. 2
The following is a quantum chemistry calculation of a molecular structure, H26KrO13, from the Open Molecules 2025 dataset.

Last column: natural (NBO) charge in e.
Positions of all 40 atoms, in Å:
1 O 3.68905 -0.41353 1.95740  -0.959
2 H -0.36262 0.86983 3.03517  0.487
3 H 1.35898 0.07769 3.89449  0.481
4 H 3.34615 1.08373 0.78387  0.472
5 O 0.82925 -1.35841 -3.59573  -0.937
6 H -3.22398 1.89160 -2.33844  0.481
7 H 0.88327 -1.18155 -4.53489  0.466
8 H -0.00833 -0.98018 -3.32808  0.471
9 H -2.18581 -3.28439 1.51811  0.491
10 H -0.94295 -3.07949 -1.88315  0.483
11 O -3.43848 0.24639 0.86674  -0.975
12 O -0.55507 3.57174 -0.61661  -0.944
13 H -0.89821 1.38837 -2.38729  0.505
14 H -0.59115 1.61018 -3.85303  0.477
15 H 4.36711 0.04921 2.44968  0.470
16 H 1.68977 1.54221 3.70045  0.497
17 H 1.60238 1.72193 -2.53630  0.505
18 H -3.24372 -2.43240 2.18658  0.455
19 H -1.70882 0.31241 3.44618  0.457
20 O 3.38417 1.98248 0.45672  -0.991
21 O -2.62872 1.24859 -1.95317  -0.981
22 H -0.62070 2.85416 -1.24669  0.469
23 O -1.30252 1.04171 2.97792  -0.959
24 H 0.35542 -3.82719 -1.66622  0.483
25 Kr 0.19413 -0.57838 0.11359  -0.001
26 H -3.08565 0.93626 -1.17221  0.517
27 H 2.86514 -0.06641 2.29933  0.487
28 O -0.41286 -3.49414 -1.20249  -0.960
29 H 2.90405 2.44629 -2.80621  0.465
30 H -2.87969 0.86006 1.34360  0.494
31 O -3.03767 -2.87603 1.36380  -0.950
32 H -3.28283 -0.59817 1.28950  0.479
33 H -0.50641 -3.87541 0.87358  0.498
34 O -0.18689 1.61749 -2.98542  -0.987
35 O 2.43709 1.95533 -2.13008  -0.973
36 H 3.33010 1.89399 -0.49485  0.490
37 H 0.25712 4.02176 -0.84915  0.472
38 H 0.50089 -4.09017 1.98314  0.484
39 O 1.51321 0.73549 3.21645  -0.941
40 O -0.40440 -3.82310 1.82389  -0.979

Summary:
Total energy: -101969.9003 eV
Relative energy (zero: lowest compared OMol25 entry of this formula, charge and spin): 0.862 eV
Spin multiplicity: 1
Total charge: 0
HOMO level: -9.89 eV


No. 3
The following is a quantum chemistry calculation of a molecular structure, C18H38B3BeBr4F7LiNNaO11S at a distorted geometry, from the Open Molecules 2025 dataset.

Last column: Löwdin charge in e.
Positions of all 86 atoms, in Å:
1 O -5.04838 -4.79752 -5.23165  0.237
2 C -3.90560 3.39676 -2.31729  -0.233
3 H 6.42983 2.87501 -1.52521  0.040
4 C 6.68660 0.76362 3.53079  -0.630
5 H 2.96152 -2.79256 -0.26596  0.061
6 C -3.36833 -0.02988 1.39617  -0.366
7 H -1.69209 -4.04515 0.09803  -0.148
8 O -3.60109 0.83161 0.32326  -0.038
9 C -1.11675 0.49507 2.33759  -0.082
10 H -1.89961 -1.36023 1.98447  0.176
11 O 6.82564 3.60860 -2.01603  -0.095
12 F 6.01505 -0.78033 0.52460  0.143
13 H 3.97626 5.41296 -2.05873  0.072
14 O -5.93860 -2.78273 -5.67092  0.151
15 H -4.49704 -0.08357 -1.35944  0.143
16 H 5.24957 3.68790 -3.35437  0.101
17 H 4.36314 4.01248 -1.04022  0.075
18 Li 6.58112 0.33567 -3.09045  0.882
19 C -3.51756 0.22715 -1.00152  -0.091
20 H -4.75987 3.86223 -2.79501  0.133
21 H 6.40749 0.37048 2.55709  0.039
22 B -4.33392 -1.33046 1.36531  -0.710
23 B -4.17725 -5.33959 -4.15831  -1.068
24 H -2.84227 -0.62399 -1.03527  0.114
25 H -4.80259 1.00817 2.50793  0.127
26 C -5.27552 -3.52370 -5.00196  -0.419
27 C -3.97681 3.73849 -0.83673  -0.057
28 O -4.54859 -2.03061 -3.21273  0.089
29 C -3.66203 -3.06734 -0.08881  -0.310
30 H -6.09970 -1.30552 0.62160  0.130
31 Na -2.41158 3.71040 1.43586  0.668
32 O -3.07849 1.95921 2.84722  -0.115
33 C 5.76642 4.33858 -2.63636  -0.316
34 C 2.79860 -1.74542 3.24951  -0.263
35 F 5.57002 0.89476 -0.99894  0.076
36 H -2.50633 0.65518 -2.78681  0.145
37 H 8.56402 1.69977 3.12063  0.063
38 H 2.07446 -1.47713 4.01671  0.052
39 F -2.98320 -5.79207 -4.67351  0.169
40 H 7.17666 -0.01889 4.11078  0.069
41 C 7.56445 1.98239 3.44260  -0.682
42 H 6.21923 5.16106 -3.18683  0.114
43 H -1.45753 -0.57634 0.63175  0.164
44 H -1.09863 2.38740 3.22293  0.164
45 F -4.82529 -6.33835 -3.44924  0.148
46 C 4.78988 4.85008 -1.59735  -0.085
47 Br -1.72983 -5.89819 0.42395  0.291
48 C -3.76585 0.74642 2.65295  -0.579
49 F 5.89224 -1.22569 -1.75136  0.058
50 H -4.65711 3.09102 -0.29722  0.097
51 O -3.80693 -2.58871 1.27291  0.040
52 F 3.51096 2.61992 2.88085  -0.596
53 O 1.28184 -0.95284 1.27854  -0.590
54 B 6.29071 -0.30249 -0.74252  -1.282
55 C -4.55220 -3.13127 -3.72181  -0.401
56 H 3.41091 -2.57370 3.60436  0.066
57 Br 6.92304 3.22084 2.09577  0.662
58 H -1.49923 2.41566 1.49558  0.096
59 S 1.91149 -2.22851 1.77663  0.834
60 Be -6.09348 -4.41075 -0.01209  0.669
61 C -2.98386 1.23711 -2.00001  -0.166
62 O -4.01677 2.01697 -2.54856  -0.091
63 H -1.63002 -2.31585 -0.30683  0.070
64 H -2.18705 1.83522 -1.55707  0.127
65 F 7.65355 -0.04855 -0.90473  0.120
66 O -5.67870 -1.11970 1.48116  0.187
67 Br -3.74497 -0.42064 4.21434  0.964
68 O -3.91721 -4.17700 -3.23288  0.177
69 H -4.18215 4.79120 -0.67537  0.096
70 H 3.94414 -1.63814 0.67244  0.046
71 H 7.63018 2.53091 4.37653  0.052
72 H 3.89859 -3.36561 1.13355  0.070
73 H -2.20483 -3.44613 -1.55907  0.097
74 H 5.29843 5.49138 -0.87807  0.080
75 H -4.12513 -4.09560 -0.12076  -0.015
76 C 3.32620 -2.53327 0.72592  -0.239
77 H -0.10687 0.51971 1.93671  0.120
78 H -3.02469 3.84319 -2.77895  0.133
79 Br 5.02907 1.11692 4.48833  0.828
80 H -1.06040 0.08286 3.33576  0.124
81 H 3.41334 -0.87955 3.01665  0.018
82 N -1.93840 -0.44236 1.52624  0.166
83 H -2.95242 3.55624 -0.45834  0.032
84 C -2.22097 -3.20624 -0.50169  -0.115
85 C -1.69064 1.88226 2.46438  -0.162
86 H -4.24025 -2.42073 -0.74139  0.081

Summary:
Total energy: -360369.9751 eV
Spin multiplicity: 1
Total charge: +1
HOMO level: -9.47 eV


No. 4
The following is a quantum chemistry calculation of 2 unconnected molecules or ions with the total composition C2H6NP at a distorted geometry, from the Open Molecules 2025 dataset.

Last column: natural (NBO) charge in e.
Positions of all 10 atoms, in Å:
1 H 2.25928 1.17998 -1.20206  -0.017
2 N -0.43320 0.28375 -0.61150  -0.446
3 H 0.28292 -1.13797 1.46989  -0.124
4 H -2.47092 0.36778 -0.36408  0.200
5 H -1.99622 -1.20391 -0.51168  0.212
6 C -1.65483 -0.20220 -0.14252  -0.435
7 P 2.38659 0.09080 -0.32594  0.359
8 H -1.45218 -0.20726 0.94055  0.213
9 H 2.47928 0.86201 0.77653  -0.010
10 C 0.59927 -0.03299 -0.02920  0.048

Summary:
Total energy: -12945.7378 eV
Relative energy (zero: lowest compared OMol25 entry of this formula, charge and spin): 2.994 eV
Spin multiplicity: 1
Total charge: 0
HOMO level: -8.96 eV


| no. | molecular weight (g/mol) | frontier orbital gap (eV) |
| --- | --- | --- |
| 1 | 930.5 | 3.49 |
| 2 | 318.0 | 9.93 |
| 3 | 1000.5 | 1.34 |
| 4 | 75.1 | 9.57 |